1.
{"formula": "C8H9N3O2", "method": "ωB97M-V with the def2-TZVPD basis set", "charge": 0, "homo_ha": -0.34577, "molar_mass_g_mol": 179.2, "spin_multiplicity": 1, "elements": ["C", "C", "C", "C", "C", "C", "C", "C", "H", "H", "H", "H", "H", "H", "H", "H", "H", "N", "N", "N", "O", "O"], "coordinates": [[-1.636545, -1.649123, -0.240332], [-2.341429, -0.479557, 0.715149], [0.028036, 0.242962, 1.705431], [0.731218, 0.709699, 0.488845], [0.257445, 1.761954, -0.254624], [0.887373, 2.150459, -1.372601], [2.128494, 1.672679, -1.676048], [2.068592, 0.242916, 0.083610], [1.710754, -2.741717, -0.409096], [-2.473510, -1.777710, -0.944031], [-1.779467, 0.918446, 2.088321], [0.377667, -0.862714, 1.941451], [0.247620, 0.847504, 2.573402], [-0.522680, 2.789040, 0.344231], [0.583365, 2.917508, -1.946240], [2.796622, 2.035772, -2.323594], [2.274898, -0.806187, 0.428573], [-0.410333, -1.944981, 0.000745], [-1.455374, 0.065827, 1.708204], [2.761247, 0.775299, -0.958566], [0.703552, -2.724848, -0.949765], [-3.481445, -0.213263, 0.486981]], "forces_ev_per_angstrom": [[0.70, 0.85, 0.61], [3.92, -1.21, 0.50], [0.24, -4.74, 0.69], [2.40, 0.11, -0.84], [-2.72, 3.62, 3.43], [1.34, -0.61, -0.18], [-0.50, -1.43, 2.39], [-2.90, -0.89, -0.79], [-4.95, 0.51, -1.59], [1.04, -0.85, -0.63], [-1.38, 0.66, 0.35], [-0.01, 2.45, -0.31], [0.01, 0.26, 0.18], [1.77, -3.83, -2.11], [-1.42, 2.64, -1.73], [1.53, 1.95, -3.29], [0.75, 1.46, 0.14], [1.15, 0.09, -0.49], [-0.81, 0.28, -1.75], [-0.73, -2.28, 2.56], [0.49, 0.70, 2.45], [0.09, 0.26, 0.42]], "lowdin_charge": [-0.03, -0.39, -0.19, -0.24, -0.06, -0.09, -0.15, -0.06, 0.17, 0.12, 0.10, 0.14, 0.12, 0.23, 0.07, 0.07, 0.10, 0.06, 0.06, 0.07, -0.18, 0.09]}

2.
{"formula": "C25H35CuGeN7O2S2Se", "method": "ωB97M-V with the def2-TZVPD basis set", "charge": -1, "homo_ha": -0.14512, "molar_mass_g_mol": 744.9, "spin_multiplicity": 1, "elements": ["Cu", "N", "C", "C", "C", "C", "C", "C", "S", "O", "O", "N", "C", "N", "C", "C", "C", "N", "H", "H", "H", "H", "H", "H", "H", "H", "H", "C", "N", "C", "N", "S", "H", "H", "H", "H", "H", "H", "C", "C", "C", "C", "C", "C", "C", "C", "N", "H", "H", "H", "H", "H", "H", "C", "Ge", "C", "C", "C", "Se", "C", "H", "H", "H", "H", "H", "H", "H", "H", "H", "H", "H", "H", "H", "H"], "coordinates": [[-2.417750, -0.142559, 1.069501], [4.606008, 3.848247, 0.145790], [3.451739, 3.429332, 0.820816], [3.451893, 2.240861, 1.549050], [2.293128, 1.790750, 2.159017], [1.121793, 2.528965, 2.067778], [1.117594, 3.725625, 1.363858], [2.270741, 4.165548, 0.735299], [-0.338714, 1.949721, 2.897803], [-0.774379, 3.005854, 3.769757], [0.069309, 0.700142, 3.509613], [-1.417541, 1.581810, 1.768906], [-2.240442, 2.512423, 1.213944], [-2.034731, 3.838739, 1.251634], [-2.939926, 4.597114, 0.648454], [-4.041712, 4.095889, -0.022894], [-4.146602, 2.712578, -0.045987], [-3.277189, 1.927861, 0.560078], [5.465790, 3.508024, 0.545737], [4.649011, 4.839254, -0.029576], [4.365323, 1.659836, 1.626676], [2.283323, 0.858856, 2.707368], [0.206668, 4.309334, 1.315506], [2.256815, 5.093592, 0.173622], [-2.765323, 5.668581, 0.697565], [-4.760051, 4.738083, -0.510214], [-4.959038, 2.215837, -0.568534], [-0.259108, -2.822262, 2.878973], [-1.232343, -1.848811, 3.316109], [-2.548291, -2.052300, 3.310658], [-2.972334, -3.322962, 3.041346], [-3.646917, -0.812139, 3.608136], [0.733077, -2.422074, 3.075456], [-0.335765, -3.022181, 1.803742], [-0.363298, -3.758413, 3.433040], [-0.930837, -0.878295, 3.397422], [-2.383774, -3.900909, 2.461419], [-3.954490, -3.367111, 2.825873], [-2.997598, -1.736841, -0.016467], [-2.784421, -1.417101, -1.411102], [-1.714950, -1.959330, -2.160441], [-1.482565, -1.600792, -3.469456], [-2.314392, -0.680337, -4.115876], [-3.396399, -0.144160, -3.405943], [-3.623615, -0.507284, -2.098925], [-2.071964, -0.306512, -5.476269], [-1.876720, -0.005330, -6.572182], [-2.495388, -2.656111, 0.289124], [-4.054843, -1.749236, 0.264257], [-1.052617, -2.665956, -1.675080], [-0.650033, -2.033444, -4.012011], [-4.054313, 0.562551, -3.896770], [-4.458122, -0.072726, -1.559665], [2.246312, -2.835303, -2.804399], [3.296861, -2.354987, -1.233887], [5.203287, -2.304272, -1.687708], [3.006095, -3.674377, 0.184388], [2.728445, -0.604659, -0.584315], [0.877443, -0.679340, 0.052005], [0.174982, 0.757807, -1.048879], [2.435557, -3.868505, -3.100010], [2.479761, -2.185152, -3.649246], [1.187437, -2.725865, -2.568455], [5.546231, -3.275602, -2.049558], [5.795443, -2.037456, -0.810188], [5.391342, -1.562506, -2.465838], [2.993212, -4.687806, -0.220546], [2.044460, -3.491364, 0.667859], [3.791415, -3.615120, 0.940072], [2.774996, 0.134966, -1.384840], [3.366738, -0.245057, 0.223666], [0.373088, 0.554844, -2.099369], [0.614693, 1.702782, -0.732991], [-0.901517, 0.776741, -0.883693]], "forces_ev_per_angstrom": [[0.03, -0.12, 0.07], [-0.02, -0.01, 0.01], [0.02, -0.02, 0.00], [0.00, 0.02, -0.03], [-0.01, -0.04, -0.03], [0.07, -0.02, 0.00], [0.01, 0.11, 0.01], [-0.02, 0.00, 0.00], [0.10, 0.03, -0.04], [-0.04, 0.02, 0.00], [-0.12, -0.08, -0.01], [-0.15, 0.11, 0.01], [0.05, -0.10, -0.03], [-0.04, -0.02, 0.00], [0.01, -0.02, 0.02], [0.02, 0.01, 0.00], [0.03, -0.03, 0.02], [-0.05, 0.15, -0.04], [0.01, -0.01, 0.01], [-0.02, 0.02, 0.00], [-0.01, 0.02, -0.01], [-0.01, 0.03, 0.00], [0.03, -0.06, 0.01], [0.01, -0.01, 0.01], [0.01, 0.00, 0.00], [0.00, -0.01, 0.00], [0.01, 0.01, 0.01], [0.04, -0.01, 0.04], [0.03, 0.04, 0.01], [-0.04, 0.05, -0.18], [-0.04, 0.01, 0.03], [-0.03, -0.06, 0.05], [-0.01, 0.03, -0.03], [-0.02, 0.00, 0.00], [-0.01, 0.00, 0.01], [0.10, -0.01, 0.10], [0.00, 0.01, 0.01], [0.00, -0.01, 0.01], [0.10, 0.01, 0.01], [-0.02, 0.03, -0.03], [0.00, 0.01, -0.01], [0.00, -0.01, 0.03], [0.02, 0.02, -0.09], [-0.01, -0.02, 0.04], [0.01, 0.01, -0.02], [-0.02, -0.02, 0.10], [0.00, 0.00, 0.00], [-0.01, -0.02, -0.03], [0.02, -0.01, 0.02], [0.00, 0.00, 0.00], [0.00, 0.00, 0.00], [0.00, 0.01, -0.01], [0.01, -0.01, 0.00], [-0.04, 0.00, -0.04], [-0.01, -0.04, 0.01], [0.08, -0.01, -0.01], [-0.02, -0.03, 0.03], [0.06, 0.08, 0.04], [-0.09, -0.03, -0.04], [-0.01, 0.02, 0.03], [0.00, 0.01, 0.00], [0.00, 0.00, 0.02], [0.00, -0.01, -0.01], [-0.01, 0.02, 0.01], [0.00, -0.01, -0.02], [0.00, -0.02, 0.01], [0.02, 0.02, 0.00], [0.01, -0.01, -0.01], [-0.02, 0.01, 0.00], [-0.02, -0.02, -0.01], [-0.01, 0.00, -0.03], [0.03, -0.02, 0.00], [-0.01, 0.01, -0.01], [0.01, -0.01, -0.01]], "lowdin_charge": [0.19, 0.08, -0.33, -0.05, -0.09, -0.29, -0.06, -0.04, 0.59, -0.29, -0.35, -0.12, -0.45, 0.12, -0.14, -0.07, -0.13, 0.10, 0.08, 0.08, 0.11, 0.10, 0.09, 0.11, 0.10, 0.09, 0.11, -0.10, -0.04, -0.95, 0.09, 0.59, 0.09, 0.06, 0.08, 0.06, 0.08, 0.08, -0.18, -0.33, -0.08, -0.06, -0.27, -0.05, -0.06, -0.22, 0.11, 0.03, 0.05, 0.09, 0.10, 0.11, 0.10, -0.21, 0.72, -0.23, -0.22, -0.60, 0.88, -0.37, 0.02, 0.02, -0.01, 0.01, 0.01, 0.01, 0.02, -0.01, 0.02, 0.03, -0.01, 0.03, 0.02, -0.01]}

3.
{"formula": "C4HClNO2", "method": "ωB97M-V with the def2-TZVPD basis set", "charge": -1, "homo_ha": -0.15371, "molar_mass_g_mol": 130.5, "spin_multiplicity": 1, "smiles": "N#C/C(Cl)=C1\\O[C@H]1[O-]", "elements": ["N", "C", "C", "Cl", "C", "O", "C", "O", "H"], "coordinates": [[-3.079353, 1.264255, 1.374723], [-2.134530, 0.956842, 0.771722], [-1.062473, 0.283372, 0.063338], [-1.297278, -0.066313, -1.830894], [0.271006, 0.063805, 0.085463], [1.179668, -0.433490, 1.050291], [1.715550, -0.496167, -0.314072], [2.007037, -1.786586, -0.522707], [2.400374, 0.214280, -0.677863]], "forces_ev_per_angstrom": [[0.87, 0.33, -0.55], [0.53, -1.93, -0.11], [0.19, 0.72, -2.41], [-1.13, 0.84, 1.20], [2.73, -2.41, 2.80], [-2.14, 3.79, -0.14], [-1.16, -6.43, 0.27], [-0.70, 3.65, -1.03], [0.81, 1.45, -0.03]], "lowdin_charge": [0.10, -0.27, -0.45, 0.43, -0.24, 0.00, -0.45, -0.21, 0.09]}

Result set for relative energy (zero: lowest compared OMol25 entry of this formula, charge and spin): 669.9; 22.1; 187.6 kJ/mol, one per record in the order listed.